(i)
Computed, not measured: 2 unconnected molecules or ions with the total composition C2H10NOS, with the ωB97M-V functional and the def2-TZVPD basis.

Each line ends with the Löwdin charge.
Cartesian coordinates (Å):
C  0.7502  -0.1096  -0.5435  -0.221
C  0.4552  0.0981  -2.0091  -0.537
S  -0.6261  -1.2004  -2.6671  0.786
N  -0.5391  -0.0741  0.2446  0.171
H  1.2356  -1.0575  -0.3037  0.130
H  1.4244  0.6325  -0.1094  0.139
H  0.0195  1.0785  -2.1798  0.087
H  1.4176  0.1690  -2.5088  0.092
H  0.1473  -2.1916  -2.2279  -0.115
H  -1.2714  -0.5266  -0.3177  0.112
H  -0.4719  -0.5058  1.1691  0.152
H  -0.8342  0.8923  0.3931  0.167
H  -0.0444  1.1179  4.2410  0.053
H  -1.3032  0.9467  3.4003  0.046
O  -0.3593  0.7305  3.4188  -0.063

The calculation puts the LUMO energy at -3.410 eV. Its charge is +1.

***

(ii)
Computed, not measured: 2 unconnected molecules or ions with the total composition C2H10NOS, with the ωB97M-V functional and the def2-TZVPD basis.

Each line ends with the Löwdin charge.
Cartesian coordinates (Å):
C  -1.1598  0.3002  -0.1451  -0.242
C  -0.9186  -1.1933  0.1995  -0.504
S  -2.6160  -1.9326  -0.0204  0.753
N  0.1268  1.0652  -0.0130  0.178
H  -1.4790  0.4400  -1.1715  0.125
H  -1.8563  0.6665  0.5993  0.116
H  -0.2538  -1.6335  -0.5459  0.078
H  -0.5234  -1.3760  1.1977  0.083
H  -3.0172  -1.5091  1.1806  -0.130
H  0.4914  1.0436  0.9399  0.167
H  0.8729  0.6416  -0.5747  0.133
H  -0.0593  2.0563  -0.1808  0.176
H  3.6700  0.9309  0.1153  0.039
H  3.6053  0.1421  -1.1886  0.059
O  3.1173  0.3580  -0.3922  -0.033

The calculation puts the LUMO energy at -3.615 eV. Its charge is +1.

***

Pick (i): it beats the second-best structure by 0.190 eV.

***

(i)
Computed, not measured: 2 unconnected molecules or ions with the total composition C4H12N3O, with the ωB97M-V functional and the def2-TZVPD basis.

Each line ends with the Löwdin charge.
Cartesian coordinates (Å):
C  2.3637  1.3434  1.4350  -0.001
N  0.9165  1.4416  1.1858  0.027
C  0.3945  1.7564  0.0367  -0.171
N  -0.8894  1.9389  -0.2141  0.197
H  2.5594  0.4272  1.9849  0.100
H  2.6822  2.1785  2.0501  0.110
H  2.9110  1.3342  0.4947  0.103
H  0.3000  1.3107  1.9819  0.175
H  1.1104  1.9732  -0.7508  0.170
H  -1.6024  1.7133  0.4686  0.143
H  -1.2110  2.0228  -1.1662  0.139
C  -1.6464  -2.0004  -1.6955  0.103
C  -0.7232  -1.6424  -0.5408  -0.398
N  0.5634  -1.2816  -0.7427  0.234
O  -1.1481  -1.7343  0.6185  0.379
H  -1.0633  -2.1647  -2.6004  0.121
H  -2.3171  -1.1441  -1.8078  0.123
H  -2.1871  -2.9136  -1.4497  0.131
H  0.8137  -1.3260  -1.7257  0.147
H  1.2148  -1.8258  -0.1748  0.169

The multiplicity is 2. The calculation puts the LUMO energy (spin up / spin down) at -8.392 / -12.842 eV. Its charge is +2. As for the expectation value of S²: 0.755.

***

(ii)
Computed, not measured: 2 unconnected molecules or ions with the total composition C4H12N3O, with the ωB97M-V functional and the def2-TZVPD basis.

Each line ends with the Löwdin charge.
Cartesian coordinates (Å):
C  -1.0356  -1.2246  2.6763  -0.163
N  -1.8638  -2.1359  2.1089  0.180
C  -1.8684  -2.3870  0.6961  0.026
O  -0.3530  -0.4184  2.0605  0.188
H  -0.9581  -1.3408  3.7691  0.185
H  -2.2456  -2.8671  2.7118  0.200
H  -1.9369  -1.4299  0.1515  0.128
H  -2.7269  -2.9995  0.4289  0.126
H  -0.9483  -2.9040  0.3818  0.149
C  0.8811  0.6200  -0.0388  -0.044
N  1.6376  1.2721  -1.1360  0.035
C  1.0561  2.0870  -1.9766  -0.134
N  1.6898  2.8067  -2.8702  0.211
H  1.5789  0.4696  0.7798  0.100
H  0.4435  -0.3155  -0.3812  0.082
H  0.1154  1.3210  0.2809  0.095
H  2.6417  1.1532  -1.1662  0.171
H  -0.0203  2.0640  -2.0492  0.170
H  2.6965  2.8999  -2.8355  0.148
H  1.2163  3.3295  -3.5918  0.149

The multiplicity is 2. The calculation puts the LUMO energy (spin up / spin down) at -7.157 / -12.517 eV. Its charge is +2. As for the expectation value of S²: 0.783.

***

Pick (ii): it beats the second-best structure by 0.270 eV.

***

(i)
Computed, not measured: a single C20H21NO2 molecule, with the ωB97M-V functional and the def2-TZVPD basis.

Each line ends with the Löwdin charge.
Cartesian coordinates (Å):
C  7.8823  0.2940  -1.1332  -0.089
O  7.2087  -0.7675  -0.5017  -0.080
C  5.9020  -0.6050  -0.1656  -0.274
C  5.1507  0.5429  -0.4022  -0.016
C  3.8251  0.5951  -0.0176  -0.020
C  3.2048  -0.4829  0.6139  -0.224
C  1.8201  -0.4678  1.0361  -0.021
C  0.9128  0.4937  0.8269  0.000
C  -0.4528  0.3444  1.3677  -0.464
O  -0.7208  -0.4483  2.2585  0.047
N  -1.3987  1.1780  0.8610  -0.054
C  -1.3776  1.9036  -0.3865  -0.145
C  -2.6817  1.4809  -1.0690  -0.103
C  -3.6689  1.2397  0.0926  -0.231
C  -4.5139  0.0161  -0.1399  -0.207
C  -3.9342  -1.2480  -0.1595  -0.038
C  -4.7064  -2.3719  -0.3863  -0.077
C  -6.0693  -2.2491  -0.6005  -0.096
C  -6.6546  -0.9957  -0.5845  -0.088
C  -5.8803  0.1288  -0.3553  -0.039
C  -2.7654  1.1168  1.3388  -0.089
C  3.9749  -1.6286  0.8482  -0.025
C  5.2937  -1.6928  0.4665  0.001
H  7.4244  0.5455  -2.0954  0.096
H  8.8983  -0.0598  -1.3007  0.093
H  7.9106  1.1861  -0.4991  0.096
H  5.5896  1.4026  -0.8843  0.103
H  3.2682  1.4997  -0.2089  0.108
H  1.4833  -1.3439  1.5777  0.120
H  1.1537  1.4091  0.3103  0.094
H  -0.5070  1.6541  -0.9902  0.115
H  -1.3800  2.9830  -0.1853  0.127
H  -3.0435  2.2334  -1.7669  0.115
H  -2.5242  0.5512  -1.6173  0.117
H  -4.3257  2.1060  0.2038  0.135
H  -2.8731  -1.3563  0.0135  0.119
H  -4.2436  -3.3479  -0.3942  0.103
H  -6.6722  -3.1276  -0.7771  0.099
H  -7.7172  -0.8916  -0.7491  0.100
H  -6.3444  1.1051  -0.3424  0.109
H  -2.9462  1.9468  2.0310  0.131
H  -2.9086  0.1813  1.8822  0.121
H  3.5204  -2.4772  1.3380  0.115
H  5.8866  -2.5759  0.6459  0.119

The SMILES is COc1ccc(/C=C/C(=O)N2CC[C@@H](c3ccccc3)C2)cc1. The calculation puts the LUMO energy at 0.355 eV.

***

(ii)
Computed, not measured: a single C20H21NO2 molecule, with the ωB97M-V functional and the def2-TZVPD basis.

Each line ends with the Löwdin charge.
Cartesian coordinates (Å):
C  1.2860  2.3452  -0.6463  -0.055
C  1.6472  1.1789  0.2670  -0.568
C  2.9838  1.4845  0.9464  -0.026
C  0.5352  0.9657  1.2955  -0.045
C  0.7356  -0.2782  2.1343  -0.365
O  0.5138  -0.2553  3.3412  0.065
N  1.1959  -1.4354  1.4885  0.128
C  1.3025  -2.6121  2.3642  -0.178
C  0.0055  -3.4053  2.4151  -0.130
C  -1.0378  -2.8359  3.1585  -0.030
C  -2.2618  -3.4798  3.2923  -0.077
C  -2.4843  -4.6763  2.6030  -0.094
C  -1.4420  -5.2695  1.8869  -0.078
C  -0.1762  -4.6723  1.8524  -0.020
C  2.6085  -3.3256  2.1660  -0.173
C  3.6369  -2.9212  3.0194  -0.028
C  4.9155  -3.4670  2.8893  -0.081
C  5.1423  -4.4882  1.9584  -0.090
C  4.0915  -4.9626  1.1681  -0.066
C  2.8476  -4.3226  1.2120  -0.065
C  1.7536  -1.4134  0.1939  -0.329
O  2.2521  -2.3850  -0.3615  0.093
C  1.7040  -0.1019  -0.5736  -0.046
H  0.3302  2.1682  -1.1492  0.087
H  1.2080  3.2818  -0.0818  0.091
H  2.0526  2.4852  -1.4164  0.091
H  3.2791  0.7041  1.6556  0.090
H  3.7698  1.5870  0.1897  0.092
H  2.9109  2.4357  1.4884  0.093
H  0.4758  1.8105  1.9929  0.138
H  -0.4305  0.8951  0.7732  0.143
H  1.3654  -2.1710  3.3571  0.127
H  -0.8563  -1.8852  3.6562  0.101
H  -3.0316  -3.0392  3.9249  0.104
H  -3.4638  -5.1501  2.6291  0.099
H  -1.5823  -6.2150  1.3544  0.104
H  0.6594  -5.1890  1.3848  0.088
H  3.4304  -2.1470  3.7595  0.119
H  5.7205  -3.1000  3.5250  0.100
H  6.1385  -4.9304  1.8497  0.102
H  4.2025  -5.8066  0.4784  0.108
H  2.1103  -4.5806  0.4546  0.100
H  0.8111  -0.1380  -1.2181  0.141
H  2.5704  -0.0713  -1.2487  0.139

The SMILES is CC1(C)CC(=O)N(C(c2ccccc2)c2ccccc2)C(=O)C1. The calculation puts the LUMO energy at 0.641 eV.

***

Pick (ii): it beats the second-best structure by 1.035 eV.

***

(i)
Computed, not measured: 2 unconnected molecules or ions with the total composition C3H10NOS, with the ωB97M-V functional and the def2-TZVPD basis.

Each line ends with the Löwdin charge.
Cartesian coordinates (Å):
C  -1.3346  0.5049  -0.7744  -0.171
C  -1.6142  0.5261  0.7952  -0.621
S  -3.3509  0.7835  1.3335  0.594
H  -1.4142  1.5148  -1.1941  0.051
H  -1.9849  -0.0746  -1.4937  0.061
H  -0.2795  0.1203  -0.9741  0.046
H  -1.1244  -0.4034  1.2221  0.074
H  -1.0899  1.3840  1.2682  0.056
H  -3.8844  0.0097  0.3388  -0.158
N  2.4163  -1.5980  -0.1121  -0.108
C  2.4945  0.0215  -0.1456  -0.647
O  1.9952  0.6558  0.8652  -0.311
H  2.4221  -1.8622  0.8703  -0.019
H  1.3251  -1.8014  -0.3690  0.047
H  3.5446  0.0676  -0.3953  0.034
H  1.8793  0.1514  -1.2349  0.073

The calculation puts the LUMO energy at 2.977 eV. Its charge is -1.

***

(ii)
Computed, not measured: 2 unconnected molecules or ions with the total composition C3H10NOS, with the ωB97M-V functional and the def2-TZVPD basis.

Each line ends with the Löwdin charge.
Cartesian coordinates (Å):
C  -1.7927  0.5104  1.7538  -0.111
C  -1.0636  -0.7618  1.1269  -0.550
C  -0.3265  -0.2491  -0.1633  -0.763
S  1.1262  0.8967  -0.0501  0.076
N  -0.1963  -1.6354  1.8521  -0.012
H  -2.7803  0.3047  2.1343  0.023
H  -1.8948  1.2513  0.8497  0.078
H  -1.1913  1.1426  2.4897  0.067
H  -1.9216  -1.3394  0.7274  0.103
H  -0.2814  -1.1550  -0.7820  0.037
H  -0.9994  0.3414  -0.7958  0.010
H  0.7430  -1.1959  1.6430  0.041
H  -0.2289  -1.7575  2.8515  0.044
H  1.8473  0.7140  -3.9121  0.028
H  1.2373  -0.5468  -3.4012  0.022
O  0.9829  0.2955  -3.7915  -0.093

The calculation puts the LUMO energy at 3.892 eV. Its charge is -1.

***

Pick (ii): it beats the second-best structure by 1.141 eV.

***

(i)
Computed, not measured: 2 unconnected molecules or ions with the total composition C3H10NOS, with the ωB97M-V functional and the def2-TZVPD basis.

Each line ends with the Löwdin charge.
Cartesian coordinates (Å):
C  2.8629  -0.2538  0.8941  -0.194
N  1.6732  0.4130  0.4738  -0.170
C  0.4271  -0.3343  0.6705  -0.368
C  -0.7104  0.2035  -0.2165  -0.801
S  -2.3201  -0.3832  0.3202  0.195
H  3.0596  -1.2306  0.4132  0.066
H  3.7443  0.3798  0.7883  0.062
H  2.7768  -0.4571  1.9739  0.071
H  1.7377  0.9806  -0.3551  0.089
H  0.1580  -0.2031  1.7183  0.083
H  0.6128  -1.3998  0.4746  0.094
H  -0.6022  1.2964  -0.0964  0.042
H  -0.4145  -0.0101  -1.2512  0.044
H  -5.0594  0.1606  -1.7443  0.008
H  -3.5779  0.2724  -1.7849  -0.078
O  -4.3680  0.5658  -2.2784  -0.144

The calculation puts the LUMO energy at 3.687 eV. Its charge is -1.

***

(ii)
Computed, not measured: 2 unconnected molecules or ions with the total composition C3H10NOS, with the ωB97M-V functional and the def2-TZVPD basis.

Each line ends with the Löwdin charge.
Cartesian coordinates (Å):
C  1.4243  -0.9603  1.0049  -0.508
O  0.6451  -0.0550  1.6541  -0.388
C  1.1616  -0.8833  -0.5471  -0.367
N  1.9177  -1.8465  -1.2964  -0.046
H  2.5460  -0.8195  1.1193  0.070
H  1.2372  -2.0801  1.2849  0.091
H  0.0992  -1.0717  -0.6046  0.041
H  1.2566  0.1702  -0.8849  0.093
H  1.5797  -1.9077  -2.2684  0.053
H  2.8867  -1.5828  -1.3212  0.037
C  -1.2749  1.8997  0.7023  -0.486
S  -1.8590  0.8681  -0.7097  0.562
H  -2.1685  2.0219  1.3979  0.030
H  -0.4862  1.2463  1.1892  -0.026
H  -0.8059  2.8236  0.2953  0.016
H  -2.8514  0.3398  0.0287  -0.172

The calculation puts the LUMO energy at 3.477 eV. Its charge is -1.

***

Pick (i): it beats the second-best structure by 1.732 eV.

***

(i)
Computed, not measured: 2 unconnected molecules or ions with the total composition C3H10NOS, with the ωB97M-V functional and the def2-TZVPD basis.

Each line ends with the Löwdin charge.
Cartesian coordinates (Å):
C  0.1238  3.1797  0.8714  -0.224
C  0.0040  1.7980  0.0395  -0.917
S  1.0173  0.5975  0.7136  0.253
H  -0.3144  3.9974  0.2010  0.051
H  -0.5613  3.0658  1.7065  0.032
H  1.1451  3.5289  1.0228  0.034
H  0.4886  2.0206  -0.8795  -0.018
H  -1.0033  1.6785  -0.4868  0.071
H  -0.0101  -0.6001  -1.2893  -0.014
N  -0.9563  -2.7488  0.2946  0.001
C  -0.3855  -2.3438  -1.0710  -0.394
O  -0.8372  -1.0596  -1.4006  -0.088
H  -0.3125  -2.0644  0.6057  -0.025
H  -0.7161  -3.6623  0.6966  0.048
H  -0.7420  -2.9900  -1.8691  0.083
H  0.6872  -2.6197  -1.0224  0.108

The calculation puts the LUMO energy at 3.914 eV. Its charge is -1.

***

(ii)
Computed, not measured: 2 unconnected molecules or ions with the total composition C3H10NOS, with the ωB97M-V functional and the def2-TZVPD basis.

Each line ends with the Löwdin charge.
Cartesian coordinates (Å):
C  -0.8632  -0.7012  -2.2740  -0.435
S  0.9294  -0.6217  -2.6369  0.649
C  1.4633  0.4374  -1.2546  -0.442
H  -1.3354  0.2176  -2.4702  0.001
H  -0.9538  -0.9370  -1.1793  0.015
H  -1.3088  -1.5219  -2.8780  0.024
H  2.5160  0.3844  -1.1451  -0.001
H  1.1199  1.4323  -1.3480  0.014
H  1.0007  -0.0202  -0.3356  0.019
N  -0.1005  -0.2478  3.0671  -0.066
C  -0.4362  0.6639  1.8753  -0.576
O  -0.8186  0.0103  0.7408  -0.385
H  -0.9528  -0.8058  3.2313  0.024
H  0.4828  -0.9602  2.6446  0.012
H  -1.2608  1.3754  2.2531  0.074
H  0.5180  1.2943  1.7094  0.073

The calculation puts the LUMO energy at 3.460 eV. Its charge is -1.

***

(iii)
Computed, not measured: 2 unconnected molecules or ions with the total composition C3H10NOS, with the ωB97M-V functional and the def2-TZVPD basis.

Each line ends with the Löwdin charge.
Cartesian coordinates (Å):
C  2.3601  -0.7922  -0.0669  -0.178
C  0.9148  -0.5790  0.3346  -0.652
S  0.2572  -1.8462  1.4532  0.642
H  2.9146  0.1147  0.1515  0.064
H  2.4843  -0.9757  -1.1334  0.068
H  2.8536  -1.6116  0.4547  0.046
H  0.7146  0.4360  0.6927  0.064
H  0.2835  -0.5151  -0.5509  0.039
H  -0.9090  -1.2297  1.6739  -0.177
N  -2.2144  1.0953  -0.6167  -0.058
C  -1.1875  2.1881  -0.9505  -0.642
O  -0.1870  1.8126  -1.7215  -0.344
H  -1.9313  0.5056  0.1712  -0.012
H  -2.0155  0.4014  -1.3466  0.026
H  -1.8712  2.9274  -1.4151  0.053
H  -0.8740  2.5689  0.0561  0.061

The calculation puts the LUMO energy at 3.172 eV. Its charge is -1.

***

Pick (ii): it beats the second-best structure by 0.296 eV.